{"formula": "C52H151N13O17", "method": "ωB97M-V/def2-TZVPD", "elements": ["O", "H", "H", "O", "H", "H", "O", "H", "H", "O", "H", "H", "C", "C", "C", "O", "C", "N", "H", "H", "H", "H", "H", "H", "H", "H", "H", "H", "H", "C", "C", "C", "O", "C", "N", "H", "H", "H", "H", "H", "H", "H", "H", "H", "H", "H", "C", "C", "C", "O", "C", "N", "H", "H", "H", "H", "H", "H", "H", "H", "H", "H", "H", "C", "C", "C", "O", "C", "N", "H", "H", "H", "H", "H", "H", "H", "H", "H", "H", "H", "C", "C", "C", "O", "C", "N", "H", "H", "H", "H", "H", "H", "H", "H", "H", "H", "H", "C", "C", "C", "O", "C", "N", "H", "H", "H", "H", "H", "H", "H", "H", "H", "H", "H", "C", "C", "C", "O", "C", "N", "H", "H", "H", "H", "H", "H", "H", "H", "H", "H", "H", "C", "C", "C", "O", "C", "N", "H", "H", "H", "H", "H", "H", "H", "H", "H", "H", "H", "C", "C", "C", "O", "C", "N", "H", "H", "H", "H", "H", "H", "H", "H", "H", "H", "H", "C", "C", "C", "O", "C", "N", "H", "H", "H", "H", "H", "H", "H", "H", "H", "H", "H", "C", "C", "C", "O", "C", "N", "H", "H", "H", "H", "H", "H", "H", "H", "H", "H", "H", "C", "C", "C", "O", "C", "N", "H", "H", "H", "H", "H", "H", "H", "H", "H", "H", "H", "C", "C", "C", "O", "C", "N", "H", "H", "H", "H", "H", "H", "H", "H", "H", "H", "H"], "xyz": [[-2.881707, -4.971943, 6.983072], [-2.825205, -5.401385, 7.836663], [-2.156627, -4.347068, 6.980334], [0.151637, -7.245319, 5.104041], [-0.020118, -8.142920, 5.388725], [-0.662315, -6.775801, 5.286417], [3.492334, -4.583281, 3.150314], [2.904045, -4.991630, 3.785453], [3.073504, -3.749500, 2.936747], [-6.406099, -4.195689, 4.431020], [-6.544039, -5.046670, 4.015053], [-5.712335, -4.351443, 5.071864], [0.830655, -1.926508, 10.090382], [1.467252, -2.583428, 8.857640], [1.898656, -4.009670, 8.843530], [2.883612, -4.086142, 9.889833], [3.368590, -5.407120, 10.174873], [0.512735, -2.268313, 7.767390], [0.463019, -0.915154, 9.916830], [1.405846, -1.981481, 11.014623], [-0.105209, -2.374098, 10.424914], [2.357894, -2.021087, 8.577233], [2.389749, -4.403340, 7.953605], [1.083486, -4.712090, 9.017341], [2.696683, -5.902644, 10.875657], [4.312163, -5.209522, 10.683533], [3.685212, -5.855732, 9.233281], [0.100057, -1.372770, 7.986022], [0.932159, -2.156026, 6.855490], [-1.397935, -1.580922, 0.639659], [0.002326, -1.288791, -0.046619], [-0.233282, -0.218341, -1.129056], [1.059217, 0.273100, -1.481556], [1.072571, 1.366322, -2.382032], [0.934148, -0.752917, 0.984336], [-2.168074, -1.810740, -0.096651], [-1.861997, -0.776511, 1.210333], [-1.270457, -2.363265, 1.387849], [0.411159, -2.265140, -0.306802], [-0.807481, 0.617738, -0.729872], [-0.781092, -0.614756, -1.983959], [0.598457, 1.247537, -3.356298], [2.137487, 1.557680, -2.514077], [0.670451, 2.300336, -1.989562], [1.700606, -0.406590, 0.425134], [0.587244, 0.153460, 1.264034], [3.591150, -11.041197, -0.136691], [3.290248, -9.582838, -0.197789], [1.752519, -9.441129, -0.139289], [1.008328, -9.900030, -1.315254], [1.333634, -9.222845, -2.551943], [3.989509, -8.946940, 0.934210], [3.028292, -11.747468, -0.746983], [3.366110, -11.395502, 0.869256], [4.653991, -11.244689, -0.267370], [3.684519, -9.059635, -1.068938], [1.475502, -8.387397, -0.107482], [1.406593, -9.829795, 0.818506], [1.275911, -8.139791, -2.443477], [0.640434, -9.562453, -3.321518], [2.335313, -9.419125, -2.934305], [3.725164, -7.972823, 0.897702], [3.396993, -9.177283, 1.719045], [2.107118, 4.459382, 4.372819], [1.074320, 4.934950, 3.364595], [1.685965, 5.573512, 2.058177], [1.993321, 6.992138, 2.152088], [0.964205, 7.911450, 2.530994], [0.265107, 3.822255, 2.985180], [1.685331, 3.956617, 5.243120], [2.748525, 5.270783, 4.716809], [2.662845, 3.700891, 3.821495], [0.465946, 5.618834, 3.956433], [1.127942, 5.346124, 1.149889], [2.578303, 4.998511, 1.810776], [1.221827, 8.901120, 2.153769], [0.815934, 7.972966, 3.609112], [-0.026507, 7.619860, 2.182341], [-0.038420, 3.494249, 3.890932], [-0.578717, 4.147797, 2.535653], [6.884216, -0.885759, 5.077874], [8.217678, -0.461818, 4.471456], [8.246757, 1.103451, 4.272040], [9.412890, 1.481727, 3.529105], [9.323161, 1.344996, 2.127996], [9.363427, -0.784392, 5.340760], [6.508728, -0.427042, 5.992580], [6.748072, -1.966485, 5.117660], [6.097113, -0.621118, 4.371807], [8.449189, -0.966985, 3.533742], [8.282920, 1.609781, 5.236624], [7.387183, 1.415929, 3.679089], [8.462173, 1.909659, 1.770299], [9.140345, 0.310342, 1.837853], [10.229637, 1.678381, 1.622774], [10.165552, -0.456010, 4.822253], [9.431632, -1.777489, 5.169855], [-7.342284, 5.164995, 3.976502], [-6.149830, 5.298029, 3.030680], [-5.199682, 6.377061, 3.528315], [-5.927258, 7.577911, 3.796915], [-6.308117, 8.326080, 2.662352], [-5.396773, 4.076419, 2.955827], [-7.901890, 6.082406, 4.158976], [-6.928241, 4.824395, 4.925527], [-7.993987, 4.371698, 3.610342], [-6.533260, 5.560242, 2.044615], [-4.441815, 6.673107, 2.802994], [-4.529224, 6.099417, 4.341641], [-7.017934, 9.106278, 2.937208], [-6.780511, 7.774398, 1.849585], [-5.500966, 8.744015, 2.060731], [-5.297175, 3.704040, 3.889374], [-6.045189, 3.402228, 2.574876], [-7.183869, -8.651688, 5.892776], [-6.949026, -9.687574, 4.808343], [-5.874096, -9.298482, 3.777704], [-6.381024, -8.227201, 3.059344], [-5.695454, -7.857770, 1.898882], [-6.589841, -10.988651, 5.394739], [-7.603689, -7.730618, 5.488416], [-6.221790, -8.417786, 6.348620], [-7.772536, -9.093791, 6.696590], [-7.893343, -9.792012, 4.274065], [-5.706900, -10.111071, 3.070706], [-4.936025, -9.044715, 4.271390], [-5.993939, -6.890519, 1.494612], [-5.592870, -8.522197, 1.040911], [-4.693488, -7.546750, 2.194585], [-6.602951, -11.707149, 4.685031], [-7.424378, -11.233082, 5.908438], [4.550576, 10.814267, -2.361558], [4.767555, 9.499163, -3.063535], [6.231415, 8.940623, -2.716792], [7.291213, 9.798601, -3.108995], [8.535267, 9.462997, -2.537831], [3.732383, 8.529582, -2.837940], [3.576917, 11.251705, -2.582345], [5.207761, 11.493175, -2.904962], [4.726965, 10.879046, -1.287886], [4.739058, 9.697392, -4.134981], [6.273345, 7.954498, -3.179290], [6.246041, 8.672883, -1.660288], [9.212178, 10.271325, -2.814420], [8.996230, 8.580666, -2.981792], [8.609681, 9.302621, -1.462266], [2.805954, 8.893005, -3.010393], [3.668617, 8.546534, -1.830099], [-9.751972, -1.616080, -0.761223], [-8.749622, -0.450240, -0.600422], [-9.244863, 0.868593, -1.248165], [-9.272196, 0.861219, -2.678045], [-10.042543, 1.906844, -3.251552], [-8.574960, -0.282363, 0.779840], [-9.780029, -1.823384, -1.830965], [-10.742955, -1.296222, -0.439127], [-9.567374, -2.579304, -0.285608], [-7.750737, -0.756096, -0.911517], [-8.512336, 1.613127, -0.936408], [-10.191001, 1.139793, -0.779799], [-9.765742, 1.986753, -4.302790], [-9.874886, 2.889451, -2.810538], [-11.077319, 1.600618, -3.405048], [-8.335773, -1.215535, 1.083294], [-9.458574, -0.080939, 1.225654], [5.772424, -5.095174, -3.247292], [7.264533, -5.126673, -2.833810], [7.569692, -4.079891, -1.767776], [7.437301, -2.771480, -2.377567], [6.243003, -2.110876, -1.938412], [7.507798, -6.558189, -2.519144], [5.554321, -4.120570, -3.683968], [5.047735, -5.204740, -2.440489], [5.697695, -5.819893, -4.058025], [7.773771, -4.894020, -3.769035], [8.591766, -4.275170, -1.443203], [6.988551, -4.211537, -0.855056], [6.234885, -1.884676, -0.872163], [5.321396, -2.658914, -2.134374], [6.118839, -1.138678, -2.415392], [6.983266, -7.209097, -3.085934], [7.074991, -6.785277, -1.635275], [-5.455791, -2.352123, -6.875523], [-4.524530, -1.232120, -6.485183], [-3.091452, -1.305840, -7.088943], [-2.354117, -2.419874, -6.570452], [-0.921009, -2.395625, -6.868904], [-5.254116, -0.016379, -6.769965], [-5.544321, -2.383155, -7.961480], [-6.468495, -2.201335, -6.501625], [-5.123628, -3.329835, -6.526471], [-4.427099, -1.213198, -5.399707], [-2.615887, -0.404638, -6.701944], [-3.124428, -1.237441, -8.176289], [-0.642953, -2.508243, -7.916813], [-0.444389, -3.186229, -6.289360], [-0.409405, -1.450711, -6.685875], [-4.587062, 0.724025, -6.605826], [-6.033691, 0.090176, -6.136707], [-6.744545, 10.533825, -4.823444], [-6.912795, 9.221668, -5.616268], [-6.789385, 7.944325, -4.729015], [-5.517822, 7.847518, -4.022827], [-5.106299, 6.518466, -3.864747], [-8.195774, 9.247998, -6.255611], [-6.559110, 11.332463, -5.541693], [-5.839151, 10.502445, -4.217329], [-7.587454, 10.818472, -4.193692], [-6.138577, 9.245735, -6.383154], [-6.989482, 7.106433, -5.396844], [-7.612071, 7.773096, -4.034781], [-4.092364, 6.525417, -3.464744], [-4.884522, 5.980295, -4.786313], [-5.769503, 5.924317, -3.236062], [-8.173998, 8.504663, -6.939036], [-8.148414, 9.964888, -6.965494], [6.440495, 0.069311, -8.408296], [7.390147, 1.271280, -8.630819], [6.951168, 2.563789, -7.940545], [5.623151, 2.987401, -8.331138], [5.138540, 4.122044, -7.590796], [8.754139, 0.937903, -8.260362], [6.059955, 0.155232, -7.390493], [6.839139, -0.903498, -8.696073], [5.572818, 0.248443, -9.043241], [7.277235, 1.641858, -9.649652], [7.724119, 3.331781, -7.969533], [7.022018, 2.418136, -6.862653], [5.838232, 4.928113, -7.811688], [5.175465, 4.098638, -6.501671], [4.147709, 4.442424, -7.912834], [9.110618, 0.393924, -9.033092], [9.360896, 1.744526, -8.224267]], "forces_ev_per_a": [[-0.18, -0.17, -0.28], [-0.02, -0.10, 0.23], [0.27, 0.31, 0.03], [0.26, 0.10, -0.10], [-0.01, -0.24, 0.06], [-0.27, 0.19, 0.06], [0.24, -0.09, -0.09], [-0.17, -0.18, 0.17], [-0.12, 0.27, -0.12], [-0.15, 0.23, -0.09], [-0.06, -0.28, -0.12], [0.24, -0.02, 0.22], [-0.35, -1.01, 1.14], [-0.41, 2.29, -1.67], [0.60, -1.21, 1.72], [-0.40, -0.36, 0.02], [0.69, 2.00, -0.07], [-0.73, -0.54, -0.11], [0.80, 0.27, -0.27], [0.51, 0.28, -0.33], [-0.19, -0.78, -0.47], [0.48, 0.12, 0.67], [-0.12, 0.68, -0.67], [-0.40, 0.00, 0.33], [-0.08, -0.59, -0.56], [-0.03, -0.19, 0.31], [-0.63, -0.80, 0.06], [-0.15, -0.01, -0.14], [0.32, -0.21, 0.00], [0.75, 0.03, -0.18], [-1.93, 1.05, 2.11], [1.06, -0.54, 0.03], [-0.73, 0.10, -0.90], [0.95, 0.35, 0.29], [-0.15, -0.11, -0.66], [0.16, -0.54, -0.11], [0.59, 0.63, -0.09], [-0.11, -0.33, -0.33], [-0.02, 0.30, -0.85], [-0.25, 0.01, 0.34], [0.08, -0.10, -0.29], [-0.10, -0.71, -0.04], [-0.04, 0.06, -0.37], [-0.35, -0.05, 0.57], [0.78, -0.37, -0.05], [-0.66, 0.20, 0.58], [0.85, -1.41, 0.27], [-0.63, 0.01, -0.32], [-0.03, 1.77, -1.56], [0.87, -0.37, 0.35], [0.06, -0.22, 0.84], [-1.30, 0.25, 0.00], [-0.14, 0.56, -0.54], [0.00, 0.14, 0.34], [0.04, 0.04, -0.14], [-0.10, -0.38, -0.36], [0.30, 0.51, 0.31], [-0.47, -0.80, -0.43], [-0.28, 0.19, 0.13], [-0.17, 0.01, 0.31], [0.21, -0.35, 0.26], [0.50, 0.77, -0.35], [0.26, -0.67, 0.90], [0.57, -0.31, -0.87], [0.46, 1.52, -0.13], [-0.27, 0.57, 1.14], [0.10, -0.75, -0.02], [-0.15, -0.87, 0.11], [-0.48, -0.96, 0.14], [-0.32, 0.17, 0.00], [0.08, -0.09, -0.13], [0.57, -0.05, 0.30], [-0.15, 0.90, -0.50], [-1.03, 0.36, 0.20], [0.66, 0.55, 0.45], [0.09, -0.19, -0.08], [0.45, 0.01, 0.27], [-0.04, -0.07, -0.58], [-0.41, -0.84, -0.06], [-0.15, 0.04, -0.28], [-0.86, -0.31, -1.17], [0.18, 1.95, 1.05], [0.43, -1.43, -1.32], [0.59, 0.23, 0.57], [-0.78, -0.34, 0.19], [-0.38, -0.50, -0.27], [0.87, 0.04, 0.29], [0.41, -0.12, 0.42], [-0.06, 0.21, -0.38], [-0.88, 0.18, -0.48], [0.04, -0.08, -0.07], [-0.40, 0.10, 0.21], [-0.04, 0.27, -0.25], [0.09, -0.26, -0.07], [0.02, 0.14, 0.42], [0.44, 0.49, 0.10], [0.33, -0.59, 0.73], [0.25, -0.21, 0.15], [-0.06, 0.82, 0.88], [0.01, 1.52, -1.29], [0.05, 0.28, 0.47], [-0.13, -0.21, -0.84], [-0.17, -0.98, -0.53], [0.05, -0.06, -0.19], [-0.17, 0.03, 0.30], [-0.20, 0.07, -0.01], [0.27, -0.02, -0.17], [0.00, -0.43, -0.78], [-0.84, -0.15, 0.77], [0.28, -0.04, 0.32], [-0.60, -0.78, 0.33], [0.76, 0.45, 0.67], [0.39, 0.16, 0.47], [0.13, -0.46, -0.58], [0.97, -0.24, 0.06], [0.16, -0.30, -0.72], [-0.57, -0.42, 0.28], [-1.24, 1.10, -0.93], [1.69, 1.42, 0.21], [-0.39, 0.23, 0.35], [-0.19, -0.17, 0.14], [0.12, 0.17, 0.08], [-0.38, 0.24, -0.12], [-0.10, 0.12, -0.43], [0.17, -0.47, 0.14], [0.26, 0.01, 0.13], [-1.13, -0.14, 0.20], [-0.46, -0.74, 0.36], [0.70, -0.51, 0.01], [0.37, -0.01, -0.47], [0.03, -0.23, 0.71], [0.16, 1.22, -0.93], [1.52, 0.69, -0.58], [-1.81, -0.63, -0.39], [-0.87, -0.34, 0.75], [0.96, 0.17, -0.75], [0.05, -0.93, 1.49], [-0.36, -0.33, 0.14], [0.41, 0.36, 0.57], [0.14, -0.34, -0.02], [0.35, 0.13, -0.16], [0.35, -0.09, -0.57], [0.19, 0.55, 0.51], [-0.07, 0.15, 0.20], [-0.31, -0.41, -0.27], [-0.73, 0.27, 0.24], [-0.02, 0.41, -0.93], [0.03, -0.91, 0.71], [-0.11, 0.43, -2.00], [-1.14, -1.25, -1.24], [1.18, -0.32, 0.01], [-0.31, -0.19, 0.63], [0.25, -0.67, -1.10], [0.65, 0.96, 2.36], [-0.51, -0.23, -0.19], [-0.09, 0.12, -0.03], [0.64, 0.29, 0.34], [-0.10, 0.18, -0.95], [0.03, 0.31, 0.14], [-0.42, -0.06, -0.23], [0.69, 0.05, -0.01], [-0.29, -0.10, 0.36], [-0.44, 0.28, 0.99], [0.25, 0.10, 0.72], [-0.24, 0.11, 0.21], [0.53, 1.42, -0.66], [-2.69, -1.37, -0.80], [0.87, -0.51, -0.73], [-0.78, -0.47, 1.10], [-0.04, 0.29, 0.10], [1.06, 0.23, 1.32], [-0.15, 0.08, -0.23], [0.17, -0.57, 0.10], [-0.60, -0.12, 0.20], [0.55, 0.17, 0.32], [0.34, 0.59, -0.10], [-0.53, 0.19, -0.13], [0.35, -0.23, 0.28], [0.11, -0.33, -0.17], [0.47, -0.14, -0.39], [0.09, 0.45, -0.91], [0.23, 0.29, 0.71], [0.14, -0.85, -0.36], [-0.43, -1.16, 1.00], [-0.44, 0.55, 1.00], [0.87, 0.32, -0.76], [-0.73, 0.22, -0.11], [0.99, 1.01, -1.31], [0.04, -0.05, -0.11], [0.05, 0.17, 0.20], [0.12, 0.00, -0.02], [0.63, -0.75, 0.30], [0.34, 0.38, -0.22], [0.08, -0.34, -0.20], [-0.70, -0.63, -0.39], [-0.26, 0.09, -0.01], [-0.44, 0.39, 0.87], [-0.36, 0.68, 0.06], [0.07, -0.02, 0.08], [0.68, -0.17, -0.23], [0.80, 0.64, 2.02], [0.30, 0.07, -0.32], [-1.29, 0.19, -1.28], [1.12, -0.27, 0.03], [-0.73, -0.51, -1.20], [-0.23, 0.19, -0.05], [-0.04, -0.15, 0.14], [-0.11, -0.32, -0.10], [0.56, -0.48, 0.22], [0.81, -0.41, -0.38], [-0.15, 0.89, 0.45], [-0.16, 0.28, 0.74], [-0.78, 0.06, -0.62], [-0.09, 0.00, 0.08], [-0.43, -1.10, 0.17], [-0.24, 1.11, 0.33], [-0.41, 1.54, -0.31], [-0.94, 0.91, -0.52], [-0.63, -0.26, 1.85], [0.49, -0.28, 0.79], [1.37, 0.53, -0.64], [0.06, -0.20, -0.17], [0.24, -0.67, 0.17], [0.28, 0.16, 0.39], [-0.13, -0.09, -0.04], [0.35, -0.68, -0.80], [0.00, 0.56, -1.27], [-0.77, -0.49, 0.59], [-0.08, 0.49, -0.19], [-0.16, -0.96, 0.18], [0.08, -0.52, -0.20], [0.30, -0.37, 0.11], [-0.06, 0.33, 0.05]], "lowdin_charge": [-0.06, 0.03, 0.02, -0.05, 0.03, 0.02, -0.06, 0.02, 0.03, -0.05, 0.02, 0.03, -0.06, -0.42, -0.20, -0.22, -0.09, 0.02, 0.07, 0.08, 0.08, 0.13, 0.12, 0.12, 0.09, 0.08, 0.09, 0.05, 0.07, -0.07, -0.38, -0.20, -0.21, -0.11, 0.03, 0.07, 0.07, 0.07, 0.13, 0.12, 0.12, 0.08, 0.09, 0.08, 0.05, 0.06, -0.08, -0.46, -0.18, -0.20, -0.10, 0.05, 0.08, 0.08, 0.08, 0.13, 0.11, 0.12, 0.08, 0.09, 0.07, 0.06, 0.06, -0.07, -0.48, -0.15, -0.20, -0.11, 0.03, 0.07, 0.08, 0.08, 0.12, 0.11, 0.12, 0.08, 0.07, 0.08, 0.07, 0.08, -0.07, -0.43, -0.17, -0.21, -0.11, 0.03, 0.08, 0.07, 0.07, 0.12, 0.13, 0.11, 0.08, 0.08, 0.09, 0.06, 0.06, -0.05, -0.47, -0.19, -0.19, -0.12, 0.03, 0.08, 0.08, 0.08, 0.13, 0.12, 0.13, 0.09, 0.07, 0.08, 0.07, 0.07, -0.06, -0.44, -0.21, -0.19, -0.12, 0.03, 0.08, 0.08, 0.07, 0.13, 0.12, 0.13, 0.08, 0.09, 0.08, 0.06, 0.06, -0.08, -0.45, -0.19, -0.17, -0.12, 0.03, 0.07, 0.08, 0.08, 0.13, 0.11, 0.12, 0.09, 0.08, 0.09, 0.07, 0.07, -0.07, -0.46, -0.19, -0.18, -0.11, 0.01, 0.07, 0.08, 0.07, 0.14, 0.12, 0.12, 0.08, 0.09, 0.09, 0.08, 0.07, -0.09, -0.40, -0.18, -0.17, -0.12, 0.02, 0.06, 0.08, 0.07, 0.14, 0.12, 0.12, 0.08, 0.07, 0.09, 0.05, 0.06, -0.07, -0.46, -0.19, -0.18, -0.09, 0.02, 0.08, 0.07, 0.08, 0.13, 0.11, 0.13, 0.08, 0.08, 0.07, 0.06, 0.07, -0.06, -0.45, -0.17, -0.18, -0.14, 0.02, 0.07, 0.07, 0.08, 0.13, 0.11, 0.12, 0.08, 0.08, 0.09, 0.07, 0.07, -0.05, -0.45, -0.22, -0.18, -0.10, 0.04, 0.08, 0.07, 0.07, 0.13, 0.12, 0.12, 0.08, 0.08, 0.09, 0.07, 0.06], "total_energy_ha": -4062.179067, "charge": 0, "e_lumo_ha": 0.001, "gap_ev": 9.04}